Formula: C26H76N4O10
Source: OMol25
Level of theory: ωB97M-V/def2-TZVPD

Geometry (Å):
1 O -1.364835 -3.765628 -1.767664
2 H -1.653155 -3.163918 -1.081324
3 H -1.698595 -3.382198 -2.578724
4 C -0.815925 -5.288998 1.250916
5 C -1.352605 -4.394878 2.333726
6 C -2.831765 -4.798268 2.871836
7 O -3.205005 -4.134748 4.057136
8 C -4.544765 -4.162608 4.370256
9 N -0.407745 -4.561548 3.399516
10 H 0.123085 -4.939008 0.822116
11 H -1.571605 -5.200858 0.470356
12 H -0.720235 -6.343988 1.507706
13 H -1.330465 -3.327378 2.114516
14 H -2.774515 -5.871778 3.051816
15 H -3.554465 -4.552258 2.093826
16 H -4.701985 -3.662908 5.326126
17 H -5.011085 -5.127828 4.567726
18 H -5.038015 -3.541358 3.622686
19 H -0.698295 -3.927268 4.129836
20 H -0.730005 -5.424668 3.813346
21 C -0.693725 -0.392518 -0.662484
22 C -1.479195 -0.561768 0.620396
23 C -1.671535 0.704082 1.479836
24 O -0.383765 1.125972 1.827676
25 C -0.297495 2.523292 2.114686
26 N -2.688945 -1.142938 0.184506
27 H -1.010555 0.292452 -1.448944
28 H -0.716515 -1.352398 -1.178434
29 H 0.335085 -0.071628 -0.499124
30 H -0.933235 -1.264138 1.250236
31 H -2.160005 0.626512 2.451176
32 H -2.377335 1.418432 1.055986
33 H -0.713635 2.848112 3.068316
34 H -0.783595 3.089832 1.320426
35 H 0.737915 2.861812 2.076856
36 H -3.412005 -1.155118 0.889586
37 H -3.080595 -0.542808 -0.527224
38 C -5.057085 7.905752 -1.649564
39 C -4.263445 8.005402 -0.312564
40 C -3.108805 6.990182 -0.043064
41 O -2.423855 7.195212 1.177646
42 C -1.339275 6.336552 1.503606
43 N -3.602875 9.311432 -0.340434
44 H -4.589855 8.269932 -2.564534
45 H -5.957955 8.500782 -1.499654
46 H -5.349205 6.893512 -1.929104
47 H -4.984125 8.007192 0.505186
48 H -2.365755 7.066212 -0.836914
49 H -3.410655 5.945852 -0.122894
50 H -0.597155 6.422652 0.709926
51 H -1.546745 5.279992 1.673166
52 H -0.915095 6.571262 2.479866
53 H -2.906445 9.248262 -1.069204
54 H -3.046225 9.442222 0.492106
55 C 3.436285 -7.590278 -0.123534
56 C 4.405655 -6.373068 -0.076004
57 C 3.806305 -5.016218 -0.578104
58 O 2.728405 -4.482408 0.265166
59 C 2.048025 -3.307218 -0.211564
60 N 4.831165 -6.350828 1.301086
61 H 3.994285 -8.430138 0.290446
62 H 2.934255 -7.842558 -1.057564
63 H 2.585375 -7.405428 0.532126
64 H 5.265105 -6.651788 -0.685714
65 H 3.533445 -5.018918 -1.633394
66 H 4.660325 -4.355158 -0.430644
67 H 1.169375 -3.098628 0.398806
68 H 1.788405 -3.471938 -1.257304
69 H 2.654925 -2.419008 -0.035914
70 H 5.158555 -7.305898 1.328706
71 H 3.949985 -6.301798 1.792246
72 C 0.928995 -1.569168 3.381226
73 C 1.613915 -0.777948 4.484326
74 O 1.081615 0.548092 4.355076
75 H 1.201435 -2.623468 3.429496
76 H 1.144955 -1.270958 2.355296
77 H -0.105335 -1.545018 3.724256
78 H 2.677435 -0.779268 4.245536
79 H 1.423785 -1.098028 5.508776
80 H 0.856125 0.644762 3.426956
81 C 2.505475 -1.096608 -2.335014
82 C 3.079275 -0.144088 -3.346994
83 O 3.876135 -0.904768 -4.182534
84 H 1.774675 -1.733178 -2.833814
85 H 2.008085 -0.674528 -1.461764
86 H 3.319425 -1.704348 -1.939744
87 H 3.749595 0.569932 -2.868514
88 H 2.404985 0.477022 -3.936624
89 H 4.146905 -0.394838 -4.949504
90 C -0.403255 3.645842 -2.141184
91 C 0.620255 2.920922 -3.069834
92 O 0.441405 3.493282 -4.292774
93 H -1.440195 3.551222 -2.463534
94 H -0.037805 4.671952 -2.100564
95 H -0.471155 3.367192 -1.089594
96 H 0.274735 1.893372 -2.956474
97 H 1.587355 2.957872 -2.568374
98 H -0.379985 3.297882 -4.749644
99 C 3.651505 1.998792 0.664366
100 C 4.350125 2.883932 1.734006
101 O 5.655055 2.994942 1.331386
102 H 3.192385 2.657062 -0.073194
103 H 2.827865 1.383752 1.026926
104 H 4.211365 1.315282 0.026026
105 H 4.588295 2.324752 2.638826
106 H 3.976375 3.887942 1.934936
107 H 6.117685 3.628252 1.885006
108 C -1.122865 0.283812 -5.900964
109 C -1.899005 1.274532 -5.017644
110 O -1.909375 2.589972 -5.567364
111 H -1.493795 0.293132 -6.925874
112 H -1.189715 -0.687128 -5.410134
113 H -0.099025 0.657092 -5.923654
114 H -1.334705 1.431592 -4.098404
115 H -2.906865 0.934362 -4.779734
116 H -2.768395 3.018512 -5.560644

Forces on the atoms, in the same order (eV/Å):
O 0.44 -0.32 -0.06
H -0.40 0.31 0.38
H -0.14 0.05 -0.24
C -1.65 0.49 -1.57
C -0.84 -0.20 1.57
C 1.15 0.50 -1.17
O 2.33 -0.18 0.09
C -1.09 0.94 0.53
N 0.02 0.00 1.65
H -0.05 0.04 0.32
H 0.20 -0.52 -0.64
H -0.07 0.11 0.39
H -0.26 0.01 -0.69
H -0.28 -0.34 -0.11
H -0.21 -0.27 -0.24
H 0.39 0.31 0.02
H 0.19 -0.45 -0.76
H -0.78 -0.41 -0.14
H 0.27 0.51 0.40
H 0.63 -0.77 0.34
C 1.36 0.25 -0.37
C 0.30 1.07 0.53
C -0.07 -0.50 0.70
O 0.97 1.64 -0.30
C 0.19 0.40 -0.67
N -1.99 -0.82 -0.27
H -0.85 0.47 0.43
H 0.41 -0.13 0.15
H 0.04 -0.24 0.26
H 0.07 -0.15 0.03
H -0.51 -1.38 0.21
H 0.68 0.66 -1.08
H -0.20 -0.46 0.21
H -0.28 0.00 -0.08
H 0.17 -0.45 0.17
H 0.00 -0.26 0.43
H -0.11 0.00 -0.38
C -0.05 -0.68 0.48
C 1.47 0.30 -0.29
C -0.02 -1.30 -0.75
O -0.58 0.26 1.20
C -0.08 0.15 -0.46
N -0.25 0.58 0.06
H 0.60 0.35 0.39
H 0.00 -0.07 -0.13
H -0.18 -0.21 0.42
H 0.09 -0.20 0.09
H 0.10 0.39 -0.52
H -0.52 -0.32 0.27
H 0.37 -0.11 0.08
H -0.84 -0.29 -0.63
H -0.06 0.92 -0.20
H 0.07 0.25 -0.38
H -0.12 0.01 0.39
C -1.11 -0.20 0.37
C -0.59 1.14 -0.83
C -0.88 -0.18 1.13
O 1.72 -0.80 -0.44
C -0.18 -0.40 0.02
N -1.22 -0.48 -1.59
H -0.28 -0.26 -0.39
H 0.75 0.21 -0.46
H 0.10 0.13 0.34
H 0.02 0.46 -0.29
H -0.18 0.00 0.05
H 0.16 0.49 -0.09
H -0.08 -0.70 0.04
H -0.01 0.36 0.04
H 0.55 -0.16 -0.32
H 1.00 -0.05 1.48
H 0.07 0.34 1.21
C -0.07 -1.69 1.64
C 0.08 1.03 -1.72
O 0.45 0.07 0.67
H 0.13 -0.16 0.04
H -0.25 0.66 0.22
H -0.47 0.09 -1.02
H 0.36 0.14 0.55
H 0.00 -0.29 -0.25
H -0.21 0.20 -0.16
C -0.47 -0.09 -0.03
C 0.57 1.41 0.68
O 0.70 -1.36 -1.22
H 0.03 -0.27 0.04
H 0.07 0.48 -0.26
H 0.10 -0.04 -0.30
H -0.12 0.32 0.54
H -0.71 -0.27 0.24
H 0.01 0.05 0.00
C 0.76 0.48 0.83
C -3.18 -0.41 2.91
O 2.17 0.56 -1.52
H 0.13 0.27 -0.61
H -0.65 0.33 -0.23
H 0.53 -0.60 0.18
H 0.46 -0.73 -0.74
H 0.42 0.47 -0.94
H -0.55 -0.35 0.18
C -1.31 0.95 -0.18
C 0.35 -2.15 0.51
O 3.01 1.03 -2.10
H -0.15 0.20 -0.08
H -0.10 0.17 0.52
H 0.99 0.20 0.66
H -1.97 -0.14 0.82
H -0.95 -0.31 -0.14
H 0.07 0.01 -0.02
C -0.37 1.22 0.51
C 0.30 0.17 0.13
O 0.14 0.30 -0.74
H -0.15 -0.30 0.13
H 0.18 -0.13 -0.34
H 0.16 -0.34 -0.06
H -0.22 -0.70 0.38
H -0.03 -0.03 -0.08
H -0.09 -0.27 0.07

Calculated values
multiplicity = 2
HOMO-LUMO gap (alpha / beta) = 7.976 / 1.661 eV
total energy = -2007.010988 hartree
net charge = +1